# C52H131N9O17

A 9-piece molecular cluster, C52H131N9O17 overall in a non-equilibrium geometry (ωB97M-V/def2-TZVPD, OMol25).

Kohn-Sham gap: 8.631 eV
Energy above the lowest of the compared OMol25 structures with the same formula, charge and spin: 65.5 kcal per mole

Cartesian coordinates (Å):
O (-6.308, -6.374, -2.673)
H (6.599, 4.958, 1.766)
C (1.499, 2.521, -2.294)
H (-3.481, -3.590, -4.184)
H (-5.680, 1.532, -0.283)
H (4.427, -5.681, -6.104)
H (-4.508, -2.882, -5.063)
C (-0.196, 3.366, 3.097)
H (-6.598, 5.074, 2.166)
H (-3.105, 4.068, -2.932)
C (6.879, -4.536, 1.263)
C (-1.475, -1.072, 0.836)
H (0.067, 0.156, 0.374)
H (-1.023, -5.892, 1.158)
H (-1.282, -2.501, -3.620)
C (-1.927, 6.328, -3.821)
C (-1.750, 4.990, 0.257)
N (6.005, 4.185, 1.962)
H (5.384, 0.844, 3.449)
H (-1.576, 2.679, 1.578)
C (-1.818, -5.187, 1.393)
O (0.332, -1.303, 2.471)
H (1.963, -4.065, -6.064)
C (0.778, -2.613, 2.146)
H (1.987, -1.778, -4.801)
H (-2.151, 5.995, 0.127)
C (4.219, -6.126, 0.753)
H (0.226, 5.812, -5.572)
H (-1.144, -2.012, 0.347)
O (3.892, -3.637, -5.844)
H (6.481, -6.526, 2.033)
O (-0.786, -0.690, -4.183)
C (-0.998, -4.578, -0.754)
H (6.930, -1.847, 0.114)
O (4.659, -5.406, 1.857)
H (0.417, -3.269, 2.924)
H (-6.602, 3.438, -2.104)
H (1.853, -2.636, 2.125)
C (-5.870, 4.902, 2.978)
C (-5.050, 3.313, 4.499)
H (6.245, -5.252, 3.219)
C (7.614, -0.950, 1.956)
O (6.507, 6.088, 4.004)
H (6.441, -4.516, 0.264)
H (3.697, -1.077, -2.153)
H (6.617, -0.013, 4.373)
H (4.913, 2.011, 0.916)
H (3.100, -3.426, -2.690)
H (1.474, 0.118, 5.186)
C (6.134, 3.811, 3.326)
C (-5.220, -5.458, -2.803)
C (-6.159, -7.418, -3.637)
C (7.509, -2.154, 1.062)
H (-1.678, 7.074, -4.550)
C (4.466, -4.731, -6.598)
H (4.021, -4.843, -7.585)
H (-0.644, -0.473, -1.686)
C (6.083, -5.463, 2.138)
H (-4.579, 1.606, 5.785)
C (-5.503, 3.552, -1.947)
O (-1.113, 4.736, 1.523)
H (8.529, -2.484, 0.700)
H (-3.180, -0.982, -5.450)
H (-1.075, -2.431, -5.328)
C (2.129, -2.773, -4.332)
C (-5.528, -2.097, 1.065)
C (-3.573, -1.067, -3.430)
H (2.671, -4.788, -4.616)
H (-5.259, -5.088, -3.860)
H (-4.913, 5.223, 2.557)
H (-2.565, -0.990, 0.755)
H (-1.469, 1.941, 6.097)
H (-6.322, 0.986, -1.764)
H (-0.377, -0.024, 5.140)
C (-1.049, -1.277, 2.293)
H (2.162, -0.693, -2.752)
H (5.470, -4.388, -6.815)
H (7.900, -4.916, 1.071)
H (0.540, 0.251, 6.733)
H (8.161, -1.231, 2.901)
H (5.902, -2.931, 2.121)
H (-3.076, 2.054, 3.749)
H (3.397, 2.522, 0.350)
C (-0.529, 1.612, -1.430)
C (0.494, 0.514, 5.631)
H (-4.009, 6.715, -3.928)
C (4.095, 2.642, 1.178)
H (2.132, 0.915, 3.055)
H (-1.585, 4.596, 3.655)
H (8.247, -0.136, 1.450)
H (5.261, 7.694, 4.126)
N (-0.923, 0.118, 0.277)
C (5.644, 4.919, 4.224)
N (-1.276, 3.718, 4.030)
H (-1.530, -2.192, 2.661)
H (-1.498, 0.187, -6.013)
H (1.438, 2.140, -3.311)
H (-6.074, 5.428, 3.892)
C (-5.423, 1.288, -1.269)
H (4.622, 5.222, 4.034)
H (6.949, 7.808, 4.811)
H (-5.722, -2.179, 0.008)
H (-5.573, 3.707, 5.372)
H (-3.491, -6.854, -3.107)
H (-5.646, 5.326, -3.248)
H (-4.155, 3.925, 4.431)
O (-5.747, 3.495, 3.329)
H (-1.653, 4.334, 6.001)
H (-5.212, 3.769, -4.025)
O (0.927, 1.586, -1.435)
H (-4.708, 0.440, -1.387)
C (6.389, 0.435, 3.381)
C (-0.544, 0.056, -5.377)
H (0.036, 3.098, 0.989)
H (-0.927, 4.944, -0.485)
C (-4.285, 0.932, 2.549)
H (0.090, 2.326, 3.321)
H (-1.268, 4.989, -6.042)
O (-4.898, -0.845, 1.195)
H (4.969, 4.544, 0.310)
C (-4.783, -0.525, 2.553)
H (7.246, 3.633, 3.500)
H (-4.848, -2.905, 1.365)
H (-3.228, -4.427, -1.483)
C (-0.557, 2.570, 6.100)
H (-5.811, -0.576, 3.018)
O (-1.914, -4.291, 0.311)
H (-6.455, -2.073, 1.584)
C (4.037, -2.527, 0.039)
C (2.059, -1.979, -1.038)
H (-4.594, -0.789, -3.511)
H (0.113, -0.499, -6.000)
H (3.259, -5.661, 0.449)
H (-5.769, 1.351, 4.555)
C (-3.860, -6.094, -2.414)
C (-2.994, -1.689, -4.641)
H (1.093, -3.097, -4.079)
H (-1.002, 2.392, -0.813)
C (2.654, -3.877, -5.256)
C (-4.797, 1.844, 4.765)
C (-3.329, 5.844, -3.974)
H (3.903, 4.805, 1.677)
O (-4.837, 2.354, -2.025)
H (-4.045, -1.198, 3.094)
H (-2.919, -0.279, -3.241)
H (-3.457, 5.435, -5.000)
H (-0.151, 1.090, -5.110)
H (-2.219, 0.347, -1.416)
H (0.718, 4.045, 3.130)
N (6.876, -3.182, 1.856)
N (3.048, -2.600, -3.237)
H (7.149, 1.220, 3.133)
H (4.028, -1.438, 0.263)
H (5.807, 4.621, 5.221)
N (-2.895, -5.066, -2.231)
C (2.801, 1.054, 2.223)
H (-0.854, 1.946, -2.460)
H (-0.929, -5.863, -2.480)
H (5.616, 2.909, 3.623)
C (-1.171, 0.305, -1.074)
H (4.801, -2.776, -0.707)
H (0.035, 4.577, 5.527)
H (2.548, 2.641, -2.002)
C (-0.827, 3.902, 5.371)
O (6.360, -0.483, 2.314)
H (-3.406, 0.756, 1.936)
N (-3.515, -3.019, -5.036)
H (-2.782, -5.729, 1.517)
N (-3.700, 4.871, -3.010)
H (-4.050, -6.531, -1.451)
H (-5.349, -4.598, -2.128)
O (-1.025, 5.205, -3.939)
H (-0.174, 2.823, 7.123)
H (-1.835, -6.380, -0.982)
C (-1.461, -1.898, -4.480)
H (1.762, -1.203, -0.335)
O (2.794, -3.024, -0.409)
H (2.231, 1.053, 1.312)
H (0.455, -2.962, 1.174)
C (2.732, -1.527, -2.274)
H (-1.366, -0.494, 2.980)
C (-1.650, -5.572, -1.732)
C (-0.724, 3.390, 1.700)
C (4.733, 4.082, 1.290)
C (-0.509, 5.024, -5.273)
C (-5.061, 4.403, -3.166)
O (0.492, 1.876, 5.417)
H (-4.932, 1.686, 2.098)
H (1.093, 3.569, -2.249)
O (3.466, 2.248, 2.409)
H (-2.463, 4.166, 0.032)
H (-6.032, -7.016, -4.631)
H (4.151, -7.169, 1.078)
H (-3.483, -1.822, -2.626)
C (6.029, 7.192, 4.675)
H (-0.026, 3.975, -5.328)
H (-1.723, 6.778, -2.826)
H (4.263, -2.984, 0.984)
H (3.461, 0.211, 2.105)
H (4.875, -6.021, -0.151)
H (-7.083, -8.011, -3.594)
H (-0.076, -4.998, -0.315)
H (-0.841, -3.592, -1.198)
H (-1.661, -4.694, 2.347)
H (1.083, -2.398, -1.327)
H (5.620, 6.899, 5.663)
H (-5.384, 4.037, -0.992)
H (-5.366, -8.112, -3.252)
N (-3.758, 1.306, 3.866)